{"formula": "C8H10", "method": "ωB97M-V/def2-TZVPD", "total_energy_ev": -8447.468, "multiplicity": 2, "s2": 0.766, "e_homo_ev": [-15.0, -14.9], "homo_lumo_gap_ev": [10.76, 6.22], "charge": 1, "symbols": ["C", "C", "C", "C", "C", "C", "C", "C", "H", "H", "H", "H", "H", "H", "H", "H", "H", "H"], "coordinates": [[0.793307, -1.404691, -2.393959], [1.276447, -0.267808, -1.483015], [0.354515, -0.084309, -0.269723], [-0.146986, 1.198244, -0.217570], [-0.880136, 1.645634, 0.865787], [-1.224882, 0.703912, 1.844633], [-0.587609, -0.490164, 1.828687], [0.192867, -0.929526, 0.776334], [0.683271, -2.354228, -1.988337], [-0.079661, -1.010147, -2.741844], [1.441612, -1.456860, -3.310422], [2.303530, -0.211589, -1.160053], [1.054244, 0.749855, -2.168074], [-0.179058, 1.783232, -1.072425], [-1.289207, 2.656654, 0.767538], [-1.843414, 1.000721, 2.781844], [-1.033393, -1.246665, 2.483687], [0.276929, -2.138726, 0.701037]], "atomic_forces_ev_per_a": [[3.2020, 1.1705, -1.0450], [-2.1964, 2.4731, -1.2937], [3.4303, 0.9728, -3.6111], [-2.8030, 1.4085, 2.4720], [0.0201, 0.7501, -2.1568], [-0.5948, 3.2397, 2.8712], [-0.1914, -3.9992, -0.0308], [-2.0095, -5.0717, 2.5293], [-0.1373, -1.6373, 0.9207], [-2.8196, 0.3277, -1.0570], [-0.3280, -0.0846, 1.0164], [0.5108, -0.4238, 0.0770], [1.1211, -2.7053, 1.8572], [0.6290, 1.1833, -1.3434], [0.0506, -0.4313, 0.5952], [0.7056, -0.6432, -2.0700], [0.8417, 0.2032, 0.2062], [0.5691, 3.2674, 0.0625]]}